Record 1
Density functional theory data (ωB97M-V/def2-TZVPD) for a 2-piece molecular cluster, C2H9NO2 overall at a distorted geometry.

Computed properties:
- Structure (SMILES): NCCO.O
- E_HOMO: -9.363 eV
- Energy above the lowest of the compared OMol25 structures with the same formula, charge and spin: 0.295 eV
- Total charge: 0
- Kohn-Sham gap: 10.10 eV

Each atom is followed by the atoms it is bonded to, with distances in Å.
Geometry (Å):
1 C 0.252 1.094 -1.168  O2 1.420, C3 1.532, H5 1.098, H6 1.085
2 O 1.604 1.521 -1.092  C1 1.420, H7 0.943
3 C 0.146 -0.322 -0.594  C1 1.532, N4 1.454, H8 1.093, H9 1.092
4 N -1.254 -0.699 -0.482  C3 1.454, H10 1.021, H11 1.007
5 H -0.402 1.705 -0.532  C1 1.098
6 H -0.048 1.135 -2.210  C1 1.085
7 H 1.896 1.867 -1.919  O2 0.943
8 H 0.599 -0.965 -1.353  C3 1.093
9 H 0.707 -0.448 0.334  C3 1.092
10 H -1.813 -0.125 0.152  N4 1.021
11 H -1.343 -1.676 -0.251  N4 1.007
12 H 0.226 -0.369 3.301  O14 0.944
13 H -0.719 -1.424 2.700  O14 0.971
14 O 0.149 -1.292 3.114  H12 0.944, H13 0.971

---

Record 2
Density functional theory data (ωB97M-V/def2-TZVPD) for a 10-piece molecular cluster, C65H157Cl2N4O7P3 overall at a distorted geometry.

Computed properties:
- E_HOMO: -14.704 eV
- Total charge: +4
- Kohn-Sham gap: 8.92 eV

Each atom is followed by the atoms it is bonded to, with distances in Å.
Geometry (Å):
1 C -0.808 -3.745 -6.046  C2 1.501, H10 1.082, H11 1.077, H12 1.094
2 C -0.020 -4.625 -6.973  C1 1.501, C3 1.499, N6 1.514, H13 1.084
3 C 0.566 -5.808 -6.263  C2 1.499, O4 1.398, H14 1.093, H15 1.082
4 O 1.392 -5.283 -5.265  C3 1.398, C5 1.411
5 C 2.657 -4.754 -5.596  O4 1.411, H16 1.144, H17 1.099, H18 1.059
6 N -0.997 -5.132 -8.013  C2 1.514, H7 1.002, H8 1.086, H9 1.016
7 H -0.672 -5.911 -8.554  N6 1.002
8 H -1.938 -5.398 -7.543  N6 1.086
9 H -1.186 -4.392 -8.684  N6 1.016
10 H -1.474 -2.999 -6.457  C1 1.082
11 H -0.106 -3.343 -5.335  C1 1.077
12 H -1.376 -4.422 -5.401  C1 1.094
13 H 0.775 -4.110 -7.499  C2 1.084
14 H 1.141 -6.537 -6.840  C3 1.093
15 H -0.260 -6.282 -5.749  C3 1.082
16 H 3.335 -4.924 -4.690  C5 1.144
17 H 2.624 -3.676 -5.808  C5 1.099
18 H 3.010 -5.245 -6.465  C5 1.059
19 C -3.596 0.716 -1.254  C20 1.509, H28 1.134, H29 1.081, H30 1.061
20 C -2.670 0.353 -0.119  C19 1.509, C21 1.572, N24 1.454, H31 1.111
21 C -3.342 -0.731 0.800  C20 1.572, O22 1.448, H32 1.097, H33 1.137
22 O -2.509 -1.203 1.886  C21 1.448, C23 1.456
23 C -2.536 -0.277 3.009  O22 1.456, H34 1.106, H35 1.157, H36 1.099
24 N -1.411 -0.179 -0.617  C20 1.454, H25 1.007, H26 1.007, H27 1.067
25 H -1.386 -0.730 -1.459  N24 1.007
26 H -0.817 0.615 -0.792  N24 1.007
27 H -0.868 -0.789 0.069  N24 1.067
28 H -4.250 -0.167 -1.534  C19 1.134
29 H -3.099 1.063 -2.149  C19 1.081
30 H -4.203 1.545 -0.987  C19 1.061
31 H -2.301 1.264 0.399  C20 1.111
32 H -3.546 -1.539 0.086  C21 1.097
33 H -4.248 -0.215 1.254  C21 1.137
34 H -3.509 0.193 3.245  C23 1.106
35 H -1.805 0.597 2.807  C23 1.157
36 H -2.112 -0.794 3.881  C23 1.099
37 C 1.704 2.695 -5.380  C38 1.520, H46 1.090, H47 1.069, H48 1.106
38 C 1.636 1.259 -4.889  C37 1.520, C39 1.533, N42 1.522, H49 1.077
39 C 3.062 0.698 -4.875  C38 1.533, O40 1.407, H50 1.086, H51 1.097
40 O 3.644 1.262 -3.725  C39 1.407, C41 1.454
41 C 4.949 0.777 -3.305  O40 1.454, H52 1.056, H53 1.039, H54 1.093
42 N 1.084 1.200 -3.472  C38 1.522, H43 1.002, H44 1.012, H45 1.014
43 H 0.169 1.608 -3.463  N42 1.002
44 H 1.139 0.287 -3.038  N42 1.012
45 H 1.616 1.688 -2.761  N42 1.014
46 H 1.961 2.717 -6.439  C37 1.090
47 H 2.559 3.154 -4.933  C37 1.069
48 H 0.818 3.312 -5.136  C37 1.106
49 H 1.003 0.617 -5.479  C38 1.077
50 H 3.558 0.956 -5.805  C39 1.086
51 H 3.141 -0.392 -4.773  C39 1.097
52 H 5.316 1.531 -2.663  C41 1.056
53 H 5.649 0.678 -4.066  C41 1.039
54 H 4.798 -0.150 -2.746  C41 1.093
55 C -6.891 -6.035 -5.433  C56 1.544, H64 1.056, H65 1.051, H66 1.128
56 C -7.569 -5.740 -6.788  C55 1.544, C57 1.553, N60 1.585, H67 1.120
57 C -7.400 -4.289 -7.316  C56 1.553, O58 1.404, H68 1.106, H69 1.068
58 O -8.020 -4.104 -8.563  C57 1.404, C59 1.420
59 C -8.607 -2.827 -8.761  O58 1.420, H70 1.111, H71 1.113, H72 1.113
60 N -6.963 -6.613 -7.965  C56 1.585, H61 1.038, H62 1.021, H63 1.029
61 H -7.429 -7.540 -7.955  N60 1.038
62 H -7.056 -6.179 -8.884  N60 1.021
63 H -5.964 -6.687 -7.731  N60 1.029
64 H -7.491 -5.574 -4.697  C55 1.056
65 H -5.978 -5.528 -5.552  C55 1.051
66 H -6.782 -7.123 -5.154  C55 1.128
67 H -8.665 -5.970 -6.765  C56 1.120
68 H -6.305 -4.175 -7.418  C57 1.106
69 H -7.723 -3.587 -6.580  C57 1.068
70 H -9.689 -2.874 -9.009  C59 1.111
71 H -8.236 -2.392 -9.716  C59 1.113
72 H -8.326 -2.134 -7.936  C59 1.113
73 C -0.915 -1.863 6.750  C74 1.555, H90 1.128, H91 1.069, H92 1.085
74 C -1.950 -2.826 6.101  C73 1.555, C75 1.494, H93 1.036, H94 1.084
75 C -1.448 -3.576 4.911  C74 1.494, C76 1.519, H95 1.098, H96 1.108
76 C -2.276 -4.782 4.498  C75 1.519, P77 1.762, H97 1.060, H98 1.102
77 P -1.544 -6.007 3.467  C76 1.762, C78 1.813, C82 1.799, C86 1.748
78 C -0.149 -5.218 2.619  P77 1.813, C79 1.581, H99 1.057, H100 1.052
79 C -0.542 -4.113 1.559  C78 1.581, C80 1.607, H101 1.111, H102 1.108
80 C 0.728 -3.197 1.196  C79 1.607, C81 1.593, H103 1.104, H104 1.067
81 C 1.098 -2.070 2.260  C80 1.593, H105 1.099, H106 1.047, H107 1.067
82 C -2.777 -6.684 2.345  P77 1.799, C83 1.516, H108 1.064, H109 1.081
83 C -3.805 -5.713 1.796  C82 1.516, C84 1.554, H110 1.128, H111 1.106
84 C -5.067 -5.549 2.689  C83 1.554, C85 1.518, H112 1.095, H113 1.057
85 C -5.968 -4.471 2.115  C84 1.518, H114 1.099, H115 1.051, H116 1.159
86 C -0.957 -7.220 4.581  P77 1.748, C87 1.545, H117 1.076, H118 1.114
87 C 0.029 -6.748 5.672  C86 1.545, C88 1.489, H119 1.049, H120 1.088
88 C 0.292 -7.791 6.702  C87 1.489, C89 1.529, H121 1.108, H122 1.082
89 C 1.187 -7.200 7.793  C88 1.529, H123 1.101, H124 1.099, H125 1.078
90 H -1.387 -1.512 7.712  C73 1.128
91 H -0.617 -1.051 6.121  C73 1.069
92 H -0.107 -2.511 7.069  C73 1.085
93 H -2.750 -2.214 5.858  C74 1.036
94 H -2.171 -3.452 6.958  C74 1.084
95 H -0.389 -3.800 5.093  C75 1.098
96 H -1.518 -2.924 4.017  C75 1.108
97 H -3.047 -4.257 3.995  C76 1.060
98 H -2.653 -5.240 5.427  C76 1.102
99 H 0.474 -5.943 2.166  C78 1.057
100 H 0.346 -4.818 3.457  C78 1.052
101 H -1.219 -3.414 2.094  C79 1.111
102 H -1.096 -4.545 0.702  C79 1.108
103 H 0.449 -2.777 0.213  C80 1.104
104 H 1.540 -3.858 0.992  C80 1.067
105 H 1.185 -2.632 3.201  C81 1.099
106 H 0.294 -1.402 2.318  C81 1.047
107 H 2.021 -1.575 2.061  C81 1.067
108 H -3.278 -7.436 2.908  C82 1.064
109 H -2.210 -7.251 1.620  C82 1.081
110 H -4.191 -6.296 0.911  C83 1.128
111 H -3.386 -4.768 1.406  C83 1.106
112 H -4.831 -5.343 3.738  C84 1.095
113 H -5.652 -6.429 2.661  C84 1.057
114 H -6.833 -4.242 2.753  C85 1.099
115 H -6.384 -4.735 1.186  C85 1.051
116 H -5.384 -3.477 1.991  C85 1.159
117 H -0.485 -8.057 4.097  C86 1.076
118 H -1.929 -7.640 4.926  C86 1.114
119 H -0.241 -5.835 6.113  C87 1.049
120 H 0.951 -6.556 5.126  C87 1.088
121 H 0.857 -8.601 6.199  C88 1.108
122 H -0.586 -8.176 7.205  C88 1.082
123 H 2.009 -6.549 7.458  C89 1.101
124 H 1.651 -7.985 8.406  C89 1.099
125 H 0.579 -6.770 8.572  C89 1.078
126 C -5.178 7.361 -5.531  C127 1.549, H143 1.061, H144 1.046, H145 1.143
127 C -3.657 7.615 -5.380  C126 1.549, C128 1.513, H146 1.093, H147 1.104
128 C -3.306 8.462 -4.175  C127 1.513, C129 1.577, H148 1.082, H149 1.070
129 C -3.723 7.791 -2.810  C128 1.577, P130 1.789, H150 1.099, H151 1.085
130 P -3.163 8.699 -1.374  C129 1.789, C131 1.843, C135 1.849, C139 1.822
131 C -1.358 8.394 -1.156  P130 1.843, C132 1.559, H152 1.132, H153 1.067
132 C -1.115 6.867 -0.961  C131 1.559, C133 1.549, H154 1.108, H155 1.134
133 C 0.358 6.450 -0.727  C132 1.549, C134 1.489, H156 1.097, H157 1.053
134 C 1.429 6.848 -1.683  C133 1.489, H158 1.076, H159 1.083, H160 1.104
135 C -4.054 7.991 0.083  P130 1.849, C136 1.555, H161 1.153, H162 1.067
136 C -4.448 6.488 0.036  C135 1.555, C137 1.527, H163 1.060, H164 1.118
137 C -5.357 6.170 1.221  C136 1.527, C138 1.500, H165 1.091, H166 1.104
138 C -4.458 6.044 2.415  C137 1.500, H167 1.085, H168 1.092, H169 1.092
139 C -3.533 10.456 -1.680  P130 1.822, C140 1.540, H170 1.100, H171 1.117
140 C -5.033 10.674 -1.959  C139 1.540, C141 1.549, H172 1.101, H173 1.086
141 C -5.416 12.170 -1.838  C140 1.549, C142 1.594, H174 1.032, H175 1.073
142 C -4.830 13.042 -3.036  C141 1.594, H176 1.116, H177 1.080, H178 1.100
143 H -5.479 6.723 -4.739  C126 1.061
144 H -5.387 6.968 -6.478  C126 1.046
145 H -5.713 8.370 -5.585  C126 1.143
146 H -3.347 8.247 -6.215  C127 1.093
147 H -3.017 6.717 -5.432  C127 1.104
148 H -3.939 9.339 -4.170  C128 1.082
149 H -2.257 8.670 -4.208  C128 1.070
150 H -3.316 6.780 -2.666  C129 1.099
151 H -4.777 7.543 -2.742  C129 1.085
152 H -1.069 8.960 -0.219  C131 1.132
153 H -0.889 8.833 -2.007  C131 1.067
154 H -1.416 6.234 -1.818  C132 1.108
155 H -1.788 6.647 -0.074  C132 1.134
156 H 0.423 5.370 -0.547  C133 1.097
157 H 0.674 6.847 0.195  C133 1.053
158 H 2.313 6.293 -1.420  C134 1.076
159 H 1.759 7.879 -1.661  C134 1.083
160 H 1.242 6.555 -2.730  C134 1.104
161 H -4.968 8.684 0.194  C135 1.153
162 H -3.380 8.186 0.888  C135 1.067
163 H -3.604 5.854 0.130  C136 1.060
164 H -4.919 6.161 -0.923  C136 1.118
165 H -5.941 5.251 1.160  C137 1.091
166 H -6.092 6.984 1.349  C137 1.104
167 H -3.968 6.989 2.626  C138 1.085
168 H -3.629 5.357 2.234  C138 1.092
169 H -5.019 5.725 3.296  C138 1.092
170 H -2.732 10.713 -2.388  C139 1.100
171 H -3.263 11.054 -0.776  C139 1.117
172 H -5.551 10.076 -1.194  C140 1.101
173 H -5.347 10.200 -2.884  C140 1.086
174 H -5.033 12.671 -1.020  C141 1.032
175 H -6.471 12.365 -1.825  C141 1.073
176 H -4.877 12.475 -3.995  C142 1.116
177 H -3.778 13.192 -2.840  C142 1.080
178 H -5.235 14.058 -3.154  C142 1.100
179 C 3.719 1.463 6.637  C180 1.504, H196 1.111, H197 1.088, H198 1.109
180 C 5.192 1.334 6.367  C179 1.504, C181 1.500, H199 1.083, H200 1.100
181 C 5.661 0.351 5.336  C180 1.500, C182 1.564, H201 1.103, H202 1.142
182 C 7.179 0.553 5.018  C181 1.564, P183 1.779, H203 1.084, H204 1.087
183 P 7.803 -0.437 3.678  C182 1.779, C184 1.846, C188 1.819, C192 1.774
184 C 7.299 0.298 2.061  P183 1.846, C185 1.517, H205 1.108, H206 1.065
185 C 5.861 0.745 1.875  C184 1.517, C186 1.518, H207 1.081, H208 1.063
186 C 5.628 2.148 2.405  C185 1.518, C187 1.587, H209 1.120, H210 1.130
187 C 4.109 2.602 2.462  C186 1.587, H211 1.105, H212 1.089, H213 1.133
188 C 9.613 -0.580 3.795  P183 1.819, C189 1.487, H214 1.075, H215 1.125
189 C 10.189 -1.463 2.747  C188 1.487, C190 1.523, H216 1.089, H217 1.086
190 C 11.632 -1.142 2.383  C189 1.523, C191 1.501, H218 1.083, H219 1.049
191 C 12.040 -2.247 1.453  C190 1.501, H220 1.072, H221 1.118, H222 1.067
192 C 7.090 -2.059 3.751  P183 1.774, C193 1.525, H223 1.147, H224 1.153
193 C 7.486 -2.907 4.954  C192 1.525, C194 1.518, H225 1.112, H226 1.098
194 C 6.697 -4.198 4.822  C193 1.518, C195 1.527, H227 1.116, H228 1.101
195 C 5.214 -4.150 5.184  C194 1.527, H229 1.061, H230 1.105, H231 1.102
196 H 3.507 1.767 7.684  C179 1.111
197 H 3.188 0.537 6.427  C179 1.088
198 H 3.335 2.144 5.850  C179 1.109
199 H 5.740 1.188 7.289  C180 1.083
200 H 5.488 2.351 6.066  C180 1.100
201 H 5.021 0.373 4.437  C181 1.103
202 H 5.538 -0.696 5.774  C181 1.142
203 H 7.690 0.162 5.892  C182 1.084
204 H 7.564 1.569 4.990  C182 1.087
205 H 7.718 -0.387 1.298  C184 1.108
206 H 7.934 1.152 2.016  C184 1.065
207 H 5.181 0.094 2.405  C185 1.081
208 H 5.658 0.810 0.834  C185 1.063
209 H 6.238 2.812 1.741  C186 1.120
210 H 6.086 2.312 3.425  C186 1.130
211 H 3.941 3.570 2.968  C187 1.105
212 H 3.499 1.833 2.935  C187 1.089
213 H 3.747 2.679 1.391  C187 1.133
214 H 9.898 -0.840 4.798  C188 1.075
215 H 9.970 0.444 3.494  C188 1.125
216 H 9.579 -1.500 1.845  C189 1.089
217 H 9.983 -2.478 3.074  C189 1.086
218 H 12.267 -1.072 3.259  C190 1.083
219 H 11.589 -0.155 2.031  C190 1.049
220 H 11.219 -2.446 0.794  C191 1.072
221 H 12.314 -3.192 1.984  C191 1.118
222 H 12.889 -1.946 0.882  C191 1.067
223 H 7.437 -2.584 2.793  C192 1.147
224 H 5.945 -1.934 3.818  C192 1.153
225 H 7.026 -2.372 5.813  C193 1.112
226 H 8.553 -3.139 5.064  C193 1.098
227 H 7.213 -4.934 5.482  C194 1.116
228 H 6.659 -4.559 3.782  C194 1.101
229 H 4.739 -5.092 5.072  C195 1.061
230 H 4.737 -3.452 4.473  C195 1.105
231 H 5.061 -3.781 6.211  C195 1.102
232 Cl 0.376 -1.893 -2.764  no bonds
233 Cl -3.954 -5.414 -7.003  no bonds
234 O 1.015 1.128 0.925  C235 1.366, H238 0.972
235 C 1.243 1.930 -0.157  O234 1.366, O236 1.274, O237 1.294
236 O 2.372 2.427 -0.477  C235 1.274
237 O 0.211 2.013 -0.933  C235 1.294
238 H 1.687 1.200 1.623  O234 0.972